[1]
Entry from the OMol25 dataset: one molecule with the formula C5H8N2 at a distorted geometry (wB97M-V/def2-TZVPD).

The calculation puts the maximum force at 1.1 eV Å⁻¹. The value obtained for the energy above the lowest of the compared OMol25 structures with the same formula, charge and spin is 1.736 eV. The calculation puts the orbital gap at 10.66 eV. As for the LUMO energy: 0.946 eV. The calculation puts the electronic energy at -304.77169 a.u.

Last column: Löwdin charge in e.
Positions of all 15 atoms, in Å:
1 C -1.7055 -1.0357 0.4622  -0.05
2 C -0.6821 -0.1541 -0.2071  -0.35
3 C -0.6085 1.3030 0.0394  -0.11
4 N 0.3663 0.4002 0.6412  -0.08
5 C 1.7259 0.4640 0.1052  -0.18
6 C 2.0827 -0.6995 -0.7217  -0.21
7 N 2.3381 -1.6026 -1.3969  0.15
8 H -1.9693 -0.6412 1.4490  0.08
9 H -1.3190 -2.0519 0.5914  0.08
10 H -2.6152 -1.0902 -0.1460  0.08
11 H -0.3680 -0.4842 -1.1990  0.13
12 H -0.2717 1.9382 -0.7812  0.11
13 H -1.2963 1.7782 0.7357  0.11
14 H 1.8884 1.3596 -0.5086  0.12
15 H 2.4342 0.5164 0.9364  0.12



[2]
Entry from the OMol25 dataset: one molecule with the formula C5H8N2 at a distorted geometry (wB97M-V/def2-TZVPD).

The calculation puts the maximum force at 1.3 eV Å⁻¹. The value obtained for the energy above the lowest of the compared OMol25 structures with the same formula, charge and spin is 4.452 eV. The calculation puts the orbital gap (alpha / beta) at 7.95 / 7.92 eV. As for the LUMO energy (alpha / beta): -0.333 / -0.022 eV. The calculation puts the electronic energy at -304.67190 a.u.

Last column: Löwdin charge in e.
Positions of all 15 atoms, in Å:
1 N -1.8428 0.8090 1.0849  0.04
2 C -0.5305 0.2897 0.8084  -0.42
3 C -0.4413 -1.2430 0.4803  -0.25
4 N -0.8662 -2.3304 0.5087  0.14
5 C 0.0844 1.0258 -0.3070  -0.05
6 C 0.9602 0.3053 -1.2616  -0.29
7 C 1.4949 -0.8566 -0.5558  -0.02
8 H -2.2493 0.4102 1.9238  0.08
9 H -2.4704 0.6424 0.3059  0.09
10 H 0.0348 0.3309 1.7535  0.15
11 H -0.0347 2.1139 -0.3159  0.11
12 H 0.4521 0.0763 -2.2126  0.13
13 H 1.7915 0.9874 -1.5198  0.13
14 H 2.1527 -0.7090 0.2964  0.08
15 H 1.4646 -1.8519 -0.9893  0.07



Question: Look up the electronic energy of the second one.
Answer: -304.67190 a.u.



Question: Which formula does entry 1 have?
Answer: C5H8N2